(1)
Density functional theory data (wB97M-V/def2-TZVPD) for 6 unconnected molecules or ions with the total composition C17H28ClN7OP at a distorted geometry.

Geometry (Å):
Cl -2.29 1.33 0.50
P 4.28 0.80 0.18
O 5.73 0.06 -0.30
N -0.87 -3.83 -2.72
N -5.60 -4.69 0.13
N 7.11 5.93 0.43
N 1.71 -0.43 -0.88
N -3.31 -1.52 1.45
N 1.96 -2.54 0.03
N -2.68 6.95 2.06
C -2.80 -3.46 -0.96
C -1.72 -3.67 -1.95
C -0.94 1.92 -0.58
C 4.13 2.30 -0.93
C 3.08 -1.77 0.43
C -5.72 -6.85 -1.37
C -3.50 4.73 0.91
C 7.35 4.83 0.65
C -3.63 -1.02 2.43
C 7.66 3.41 0.93
C -5.65 -5.63 -0.52
C -3.04 5.98 1.56
C -4.04 -0.39 3.71
C 2.93 -0.46 -0.15
C -0.44 0.79 -1.58
C 1.16 0.74 -1.60
C 1.21 -1.70 -0.74
H -2.52 -2.64 -0.29
H -5.82 -7.73 -0.74
H 6.77 2.90 1.29
H -6.57 -6.79 -2.04
H 3.45 2.18 -1.81
H -3.25 4.75 -0.15
H 1.80 -3.52 0.27
H -0.86 0.95 -2.61
H 5.17 2.51 -1.33
H -1.31 2.78 -1.20
H 6.12 -0.43 0.44
H 8.02 2.92 0.03
H 8.44 3.34 1.70
H -3.73 -3.21 -1.46
H -0.88 -0.19 -1.23
H -4.57 4.62 1.03
H 3.95 -2.03 1.08
H -3.65 0.63 3.76
H 0.24 -1.97 -1.23
H -2.94 -4.36 -0.37
H -3.65 -0.96 4.55
H -0.14 2.31 0.11
H 1.47 0.68 -2.68
H 3.87 3.19 -0.29
H 1.50 1.68 -1.10
H -3.00 3.87 1.37
H -5.13 -0.35 3.77
H -4.81 -6.94 -1.96

Computed properties:
F_max: 0.081 Eh/bohr
Total charge: +1

These are the Mulliken partial charges, in e, on atoms 1 to 5: -0.20 0.15 -0.51 -0.46 -0.38

=====

(2)
Density functional theory data (wB97M-V/def2-TZVPD) for C2H3NO in the gas phase at a distorted geometry.

Geometry (Å):
O -0.99 1.45 0.41
N 0.81 -0.22 -0.04
C -0.11 -1.07 -0.29
C 0.17 1.19 0.46
H 1.18 1.58 0.24
H -1.19 -0.83 -0.21
H 0.14 -2.10 -0.57

Computed properties:
SMILES: C=NC=O
F_max: 0.100 Eh/bohr
Total charge: 0

These are the Mulliken partial charges, in e, on atoms 1 to 5: -0.41 -0.45 -0.22 0.23 0.34

=====

In order of appearance, E_HOMO = -0.43672 -0.35996 hartree.
In order of appearance, E_tot = -52363.885 -5657.747 eV.